[1]
Density functional theory data (the ωB97M-V functional and the def2-TZVPD basis) for a molecular structure, C45H44N5O9PPb at a distorted geometry.

```
105
Properties=species:S:1:pos:R:3:lowdin_charge:R:1
Pb 0.54 0.13 0.26 1.397
N 1.57 2.05 3.70 0.128
C 2.68 1.34 3.26 -0.332
C 3.74 1.20 4.17 -0.011
C 4.86 0.51 3.78 -0.056
C 4.91 -0.03 2.49 -0.050
C 3.81 0.15 1.68 -0.164
N 2.70 0.82 2.05 0.045
C 0.51 2.67 3.03 -0.281
C 0.01 3.83 3.64 -0.013
C -1.04 4.51 3.07 -0.056
C -1.60 4.01 1.90 -0.042
C -1.06 2.85 1.39 -0.134
N -0.03 2.17 1.92 0.054
H 1.71 2.44 4.62 0.126
H 3.67 1.63 5.16 0.112
H 5.70 0.40 4.45 0.111
H 5.76 -0.57 2.13 0.112
H 3.80 -0.27 0.69 0.085
H 0.47 4.20 4.55 0.111
H -1.42 5.42 3.52 0.112
H -2.41 4.49 1.39 0.115
H -1.47 2.44 0.48 0.072
O -1.60 3.40 -2.01 0.045
C -1.61 2.17 -2.00 -0.621
O -0.61 1.41 -1.74 -0.244
C -2.95 1.47 -2.18 -0.125
C -3.84 2.04 -3.09 -0.016
C -5.09 1.48 -3.31 -0.067
C -5.47 0.36 -2.58 -0.073
C -4.60 -0.20 -1.66 -0.090
C -3.33 0.34 -1.46 -0.286
P -2.27 -0.42 -0.14 1.084
C -2.70 -2.19 -0.37 -0.343
C -2.39 -2.76 -1.61 -0.089
C -2.73 -4.07 -1.89 -0.080
C -3.38 -4.84 -0.94 -0.088
C -3.68 -4.29 0.30 -0.080
C -3.34 -2.98 0.58 -0.079
C -3.18 0.09 1.37 -0.346
C -2.74 -0.41 2.59 -0.110
C -3.34 -0.02 3.78 -0.074
C -4.38 0.90 3.75 -0.088
C -4.82 1.42 2.54 -0.080
C -4.22 1.02 1.35 -0.079
H -3.53 2.93 -3.62 0.119
H -5.77 1.92 -4.03 0.104
H -6.45 -0.08 -2.73 0.104
H -4.92 -1.06 -1.09 0.111
H -1.88 -2.16 -2.35 0.089
H -2.50 -4.49 -2.86 0.101
H -3.65 -5.87 -1.16 0.101
H -4.18 -4.89 1.05 0.103
H -3.59 -2.57 1.55 0.096
H -1.89 -1.09 2.59 0.075
H -2.98 -0.41 4.72 0.104
H -4.86 1.21 4.67 0.101
H -5.62 2.14 2.52 0.103
H -4.56 1.44 0.42 0.103
C 0.62 -2.87 -3.90 0.000
C 1.21 -2.08 -2.77 -0.293
N 0.72 -0.97 -2.35 -0.010
O -0.36 -0.52 -3.05 -0.083
C 2.39 -2.64 -2.10 -0.177
C 2.47 -4.12 -1.91 0.001
N 3.42 -1.95 -1.71 -0.200
O 4.44 -2.35 -1.14 0.010
H -0.09 -2.26 -4.44 0.081
H 0.09 -3.74 -3.50 0.080
H 1.40 -3.21 -4.57 0.094
H -0.54 0.39 -2.66 -0.023
H 1.51 -4.51 -1.57 0.092
H 3.23 -4.36 -1.18 0.081
H 2.72 -4.61 -2.85 0.099
C 0.95 -1.61 3.62 -0.029
C 0.72 -2.43 2.34 -0.750
C -0.08 -3.69 2.69 -0.041
C 2.08 -2.84 1.77 -0.031
O -0.01 -1.70 1.39 -0.476
H 1.51 -2.19 4.35 0.088
H -0.01 -1.32 4.06 0.075
H 1.50 -0.70 3.38 0.044
H 0.48 -4.33 3.38 0.080
H -0.30 -4.25 1.77 0.082
H -1.03 -3.42 3.15 0.075
H 2.63 -3.48 2.47 0.090
H 2.70 -1.96 1.56 0.044
H 1.94 -3.39 0.83 0.073
O 3.31 -0.85 -4.15 0.148
C 3.37 -0.10 -3.22 -0.405
O 3.44 -0.54 -1.91 0.033
C 3.37 1.37 -3.26 -0.119
C 3.22 1.98 -4.50 0.003
C 3.13 3.36 -4.63 0.033
C 3.19 4.10 -3.47 -0.204
O 3.14 5.45 -3.32 0.046
C 3.03 5.67 -1.91 -0.116
O 3.41 4.46 -1.26 0.038
C 3.35 3.50 -2.23 -0.192
C 3.46 2.14 -2.09 0.086
H 3.14 1.35 -5.38 0.125
H 3.02 3.84 -5.59 0.123
H 2.00 5.91 -1.67 0.141
H 3.71 6.47 -1.62 0.138
H 3.62 1.70 -1.12 0.120
```

The value obtained for the energy above the lowest of the compared OMol25 structures with the same formula, charge and spin is 6.7 kcal/mol. The value obtained for the calculated total energy is -3226.26252 a.u. For the largest force on an atom, the calculation gives 0.0358 hartree/bohr. The spin multiplicity is 1.

[2]
Density functional theory data (the ωB97M-V functional and the def2-TZVPD basis) for 3 unconnected molecules or ions with the total composition C45H45BrClN3O6 at a distorted geometry.

```
101
Properties=species:S:1:pos:R:3:lowdin_charge:R:1
C 4.58 -2.90 3.79 -0.121
C 5.90 -2.28 3.32 -0.266
C 6.09 -2.34 1.80 -0.218
C 5.34 -1.25 1.01 -0.200
C 5.58 0.19 1.55 -0.188
C 4.23 0.80 1.95 -0.227
C 4.37 2.03 2.85 -0.196
C 3.03 2.66 3.27 -0.205
C 2.09 1.73 4.08 -0.720
Cl 1.08 0.80 2.94 0.845
C 2.92 0.85 4.91 -0.273
N 3.44 0.01 5.49 0.233
C 1.08 2.58 4.94 -0.824
Br 1.96 3.37 6.51 0.880
C 0.67 3.72 4.09 -0.257
N 0.34 4.55 3.37 0.223
O -0.10 1.92 5.21 -0.180
C -0.11 1.08 6.38 -0.175
C -1.03 -0.15 6.09 -0.182
N -1.42 -0.27 4.69 -0.094
C -2.75 0.30 4.40 -0.153
C -2.78 0.69 2.90 -0.393
C -4.10 0.19 2.23 -0.038
O -2.56 2.07 2.70 -0.037
H 4.42 -2.75 4.85 0.057
H 4.57 -3.97 3.58 0.070
H 3.72 -2.44 3.29 0.061
H 5.97 -1.27 3.74 0.088
H 6.71 -2.85 3.78 0.103
H 7.14 -2.33 1.52 0.106
H 5.71 -3.31 1.46 0.107
H 4.28 -1.50 1.03 0.101
H 5.63 -1.26 -0.04 0.103
H 5.98 0.77 0.71 0.109
H 6.30 0.21 2.36 0.100
H 3.67 1.12 1.06 0.103
H 3.66 0.00 2.44 0.068
H 5.05 1.86 3.69 0.114
H 4.87 2.79 2.23 0.123
H 2.54 2.99 2.36 0.112
H 3.27 3.55 3.86 0.109
H -0.57 1.65 7.18 0.116
H 0.86 0.69 6.64 0.094
H -0.45 -1.05 6.32 0.118
H -1.89 -0.17 6.77 0.112
H -1.38 -1.23 4.39 0.114
H -2.80 1.21 5.00 0.125
H -3.53 -0.41 4.67 0.116
H -1.96 0.16 2.41 0.120
H -4.85 0.02 3.00 0.087
H -3.87 -0.73 1.72 0.087
H -4.41 0.99 1.58 0.057
H -3.05 2.59 3.34 0.096
O -5.95 0.95 -5.43 0.108
C -5.59 -0.05 -4.83 -0.275
C -5.25 0.02 -3.38 -0.086
C -5.36 1.23 -2.71 -0.001
C -5.08 1.30 -1.36 -0.064
C -4.69 0.16 -0.66 -0.082
C -4.56 -1.04 -1.33 0.011
C -4.83 -1.12 -2.69 -0.081
C -4.67 -2.42 -3.40 -0.275
O -4.26 -3.40 -2.81 0.106
C -5.03 -2.49 -4.84 -0.081
C -4.92 -3.71 -5.51 -0.002
C -5.28 -3.79 -6.84 -0.058
C -5.76 -2.67 -7.51 -0.057
C -5.86 -1.46 -6.85 -0.001
C -5.49 -1.36 -5.52 -0.080
H -5.67 2.12 -3.25 0.122
H -5.17 2.25 -0.84 0.114
H -4.47 0.22 0.43 0.027
H -4.25 -1.93 -0.80 0.120
H -4.55 -4.58 -4.99 0.120
H -5.20 -4.74 -7.36 0.107
H -6.05 -2.75 -8.55 0.107
H -6.23 -0.59 -7.38 0.120
O 3.37 0.82 -1.96 0.098
C 2.42 0.71 -2.71 -0.273
C 1.03 0.91 -2.23 -0.079
C 0.82 1.25 -0.90 0.000
C -0.47 1.47 -0.44 -0.047
C -1.55 1.36 -1.30 -0.037
C -1.35 1.01 -2.62 0.014
C -0.06 0.77 -3.09 -0.077
C 0.14 0.38 -4.51 -0.276
O -0.81 0.21 -5.25 0.107
C 1.53 0.20 -5.01 -0.081
C 1.75 -0.13 -6.34 -0.003
C 3.04 -0.27 -6.82 -0.058
C 4.12 -0.07 -5.97 -0.058
C 3.92 0.25 -4.64 -0.003
C 2.62 0.38 -4.15 -0.081
H 1.66 1.34 -0.22 0.095
H -0.63 1.73 0.60 0.083
H -2.55 1.55 -0.94 0.084
H -2.19 0.92 -3.30 0.115
H 0.90 -0.28 -6.99 0.120
H 3.20 -0.53 -7.86 0.107
H 5.13 -0.17 -6.35 0.107
H 4.76 0.40 -3.98 0.119
```

The value obtained for the energy above the lowest of the compared OMol25 structures with the same formula, charge and spin is 0.0 kcal/mol. The value obtained for the calculated total energy is -5391.62975 a.u. For the largest force on an atom, the calculation gives 0.0508 hartree/bohr. The spin multiplicity is 1. As for the SMILES: CCCCCCCC[C@@](Cl)(C#N)[C@@](Br)(C#N)OCCNC[C@@H](C)O.O=C1c2ccccc2C(=O)c2ccccc21.O=C1c2ccccc2C(=O)c2ccccc21.